A 10-piece molecular cluster, C64H66F9NO4S overall in a non-equilibrium geometry. Source: the Open Molecules 2025 dataset; level of theory: wB97M-V/def2-TZVPD.

```
145
Properties=species:S:1:pos:R:3
C -15.1088 0.8602 3.1473
O -13.7569 1.2183 3.2931
C -13.5761 2.5364 3.7793
C -12.1238 2.7116 4.1890
C -11.7500 2.1054 5.5603
C -10.8987 0.8216 5.4407
C -9.3947 1.1058 5.3306
C -8.5456 -0.0851 4.8300
C -7.3164 0.4100 4.0728
O -6.5610 -0.7610 3.6617
S -5.5295 -0.5022 2.4973
O -4.8241 0.7451 2.7415
O -4.5674 -1.7028 3.0142
C -3.3727 -1.8125 2.2398
C -3.5721 -2.2516 0.8053
N -2.5665 -2.7953 0.1869
H -15.7183 1.7265 2.8444
H -15.1740 0.1001 2.3654
H -15.5203 0.4477 4.0838
H -14.2370 2.6977 4.6515
H -13.8711 3.2655 3.0068
H -11.5214 2.2186 3.4117
H -11.8730 3.7879 4.1496
H -12.6600 1.9113 6.1528
H -11.1585 2.8521 6.1245
H -11.0946 0.1787 6.3094
H -11.2079 0.2709 4.5419
H -9.0046 1.4695 6.2947
H -9.2737 1.9480 4.6190
H -9.1565 -0.7392 4.1869
H -8.2087 -0.6924 5.6899
H -7.6269 0.9931 3.1861
H -6.6748 1.0527 4.6993
H -2.7508 -2.5657 2.7507
H -2.8289 -0.8521 2.2721
H -4.5478 -2.0625 0.3349
H -2.7995 -3.0220 -0.7750
F -6.8101 3.9642 0.6044
C -5.8578 3.6935 -0.3187
C -4.9563 2.6841 -0.0583
C -3.9886 2.4110 -1.0172
C -3.9309 3.1455 -2.1959
C -4.8525 4.1606 -2.4212
C -5.8321 4.4384 -1.4788
H -5.0070 2.1345 0.8714
H -3.2732 1.6188 -0.8360
H -3.1730 2.9318 -2.9363
H -4.8095 4.7385 -3.3323
H -6.5644 5.2186 -1.6334
F 2.5575 1.7193 -0.5777
C 2.1034 0.4517 -0.4109
C 0.7416 0.2356 -0.3909
C 0.2873 -1.0667 -0.2291
C 1.1882 -2.1115 -0.0840
C 2.5533 -1.8607 -0.1093
C 3.0267 -0.5656 -0.2750
H 0.0628 1.0696 -0.5063
H -0.7712 -1.2826 -0.2322
H 0.8249 -3.1226 0.0385
H 3.2548 -2.6767 -0.0017
H 4.0846 -0.3429 -0.3016
F -2.7111 5.4385 -4.3856
C -1.7510 5.2026 -5.3115
C -0.8247 4.2096 -5.0713
C 0.1517 3.9793 -6.0306
C 0.1891 4.7361 -7.1933
C -0.7576 5.7292 -7.4023
C -1.7439 5.9714 -6.4572
H -0.8693 3.6349 -4.1571
H 0.8821 3.2009 -5.8649
H 0.9535 4.5516 -7.9347
H -0.7308 6.3228 -8.3058
H -2.4945 6.7363 -6.5975
F 0.0689 -0.3051 -4.6197
C 0.4925 -1.5883 -4.5332
C 1.3981 -1.9180 -3.5477
C 1.8146 -3.2367 -3.4544
C 1.3279 -4.1928 -4.3340
C 0.4183 -3.8297 -5.3182
C -0.0089 -2.5129 -5.4276
H 1.7567 -1.1585 -2.8652
H 2.5152 -3.5184 -2.6799
H 1.6585 -5.2169 -4.2417
H 0.0330 -4.5729 -6.0029
H -0.7221 -2.2033 -6.1790
F 1.5937 -6.9577 -2.5048
C 0.3971 -7.5555 -2.3017
C -0.6158 -6.8196 -1.7215
C -1.8408 -7.4385 -1.5184
C -2.0313 -8.7626 -1.8882
C -0.9899 -9.4747 -2.4674
C 0.2414 -8.8721 -2.6825
H -0.4398 -5.7903 -1.4385
H -2.6492 -6.8796 -1.0672
H -2.9879 -9.2383 -1.7249
H -1.1328 -10.5072 -2.7549
H 1.0671 -9.4031 -3.1355
F 3.1518 -4.9955 0.5811
C 3.3926 -6.2785 0.9462
C 2.5930 -7.2720 0.4222
C 2.8443 -8.5836 0.7963
C 3.8747 -8.8775 1.6792
C 4.6597 -7.8529 2.1897
C 4.4255 -6.5347 1.8235
H 1.7987 -7.0173 -0.2576
H 2.2292 -9.3766 0.3923
H 4.0654 -9.9013 1.9689
H 5.4613 -8.0770 2.8799
H 5.0258 -5.7205 2.2045
F 8.6232 5.5313 -0.5633
C 7.4032 4.9496 -0.4646
C 6.3492 5.6641 0.0642
C 5.1158 5.0316 0.1495
C 4.9564 3.7181 -0.2754
C 6.0448 3.0279 -0.7926
C 7.2818 3.6465 -0.8936
H 6.4965 6.6838 0.3922
H 4.2708 5.5728 0.5530
H 3.9975 3.2327 -0.2005
H 5.9361 2.0018 -1.1174
H 8.1487 3.1347 -1.2897
F 8.8864 0.3674 -1.5972
C 10.1913 0.6466 -1.3808
C 10.8670 -0.0532 -0.4022
C 12.2036 0.2469 -0.1825
C 12.8385 1.2306 -0.9290
C 12.1303 1.9192 -1.9044
C 10.7939 1.6284 -2.1392
H 10.3505 -0.8097 0.1719
H 12.7499 -0.2919 0.5793
H 13.8792 1.4607 -0.7493
H 12.6157 2.6911 -2.4855
H 10.2254 2.1538 -2.8946
F 13.4325 3.0481 3.2684
C 12.2071 3.6191 3.2163
C 11.6964 4.1930 4.3625
C 10.4383 4.7761 4.2996
C 9.7191 4.7744 3.1126
C 10.2621 4.1887 1.9777
C 11.5195 3.6029 2.0204
H 12.2744 4.1775 5.2758
H 10.0207 5.2338 5.1861
H 8.7383 5.2278 3.0697
H 9.7080 4.1831 1.0516
H 11.9621 3.1408 1.1478
```

Lowest unoccupied orbital energy ... 0.45 eV
Orbital gap ... 9.50 eV
Max |F| ... 2.391 eV Å⁻¹
Multiplicity ... 1
HOMO energy ... -0.332 Eh